# 1
Computed, not measured: the molecule C21H38N6 at a distorted geometry, with the ωB97M-V functional and the def2-TZVPD basis.

ORCA input file:
```
! RIJCOSX wB97M-V def2-TZVPD def2/J DEFGRID3
* xyz 0 1
C -5.1453 -0.9668 -0.3282
C -4.8373 0.5249 -0.3951
C -3.9558 0.9099 -1.5859
C -2.5769 0.2496 -1.6234
C -1.6702 0.6871 -0.4613
C -1.2665 2.1110 -0.6465
N -1.1856 2.7353 -1.8017
N -0.7665 3.9646 -1.5451
N -0.5837 4.1338 -0.3043
N -0.8844 2.9894 0.3177
C -0.7600 2.9010 1.7480
C 0.2197 1.8044 2.1939
C -0.3532 1.3112 3.5192
C -1.8605 1.3234 3.2775
C -2.0969 2.5988 2.4621
N -0.4554 -0.1051 -0.2750
C -0.6772 -1.4357 0.2554
C 0.6670 -2.0265 0.6798
N 1.5346 -2.1042 -0.4755
C 2.7198 -2.9292 -0.2896
C 3.2731 -3.3934 -1.6400
C 4.3898 -4.4112 -1.4274
C 5.5116 -3.8031 -0.5905
C 4.9720 -3.3066 0.7475
C 3.8513 -2.2937 0.5325
C 1.7543 -0.7700 -0.9976
C 0.4124 -0.1890 -1.4364
H -5.8692 -1.1670 0.4587
H -4.2495 -1.5451 -0.1155
H -5.5618 -1.3102 -1.2725
H -4.3731 0.8386 0.5428
H -5.7771 1.0751 -0.4837
H -4.4828 0.6390 -2.5034
H -3.8243 1.9941 -1.5971
H -2.0914 0.5261 -2.5595
H -2.6866 -0.8349 -1.5974
H -2.2243 0.6014 0.4786
H -0.3929 3.8893 2.0408
H 0.2181 0.9992 1.4558
H 1.2346 2.1871 2.2914
H 0.0178 0.3237 3.7885
H -0.1000 2.0067 4.3212
H -2.4319 1.3213 4.2043
H -2.1454 0.4399 2.7043
H -2.9132 2.4907 1.7476
H -2.3506 3.4275 3.1226
H -1.3394 -1.3723 1.1231
H -1.1310 -2.1092 -0.4892
H 0.5079 -3.0318 1.0767
H 1.0928 -1.3958 1.4811
H 2.3745 -3.8231 0.2459
H 2.4631 -3.8295 -2.2262
H 3.6708 -2.5421 -2.1944
H 4.7814 -4.7375 -2.3930
H 3.9899 -5.2893 -0.9149
H 6.2954 -4.5446 -0.4225
H 5.9544 -2.9655 -1.1343
H 5.7777 -2.8496 1.3266
H 4.5888 -4.1545 1.3206
H 4.2463 -1.4256 0.0011
H 3.4663 -1.9563 1.4976
H 2.4193 -0.8209 -1.8590
H 2.1980 -0.0981 -0.2421
H 0.5536 0.8101 -1.8517
H -0.0131 -0.8395 -2.2155
*
```

Results
- calculated total energy (hartree) = -1151.5071
- HOMO (eV) = -8.5
- orbital gap (Eh) = 0.33758

***

# 2
Computed, not measured: a 2-piece molecular cluster, C3H3N2O2 overall at a distorted geometry, with the ωB97M-V functional and the def2-TZVPD basis.

ORCA input file:
```
! RIJCOSX wB97M-V def2-TZVPD def2/J DEFGRID3
* xyz 1 1
C 0.4494 -0.0707 -0.5006
C -1.4464 -0.3858 1.4289
C 1.5807 0.5832 -0.3295
N -1.2027 0.4203 0.5912
N -0.0953 -0.8705 -1.2023
O -1.4698 -1.3932 1.9601
O -0.3627 -1.5075 -2.0942
H 2.4646 0.1895 0.1814
H 1.5929 1.6770 -0.4067
H -1.5107 1.3576 0.3716
*
```

Results
- relative energy (zero: lowest compared OMol25 entry of this formula, charge and spin) (eV) = 5.836
- calculated total energy (hartree) = -375.6070
- HOMO (spin up / spin down) (eV) = -15.2 / -15.2
- orbital gap (spin up / spin down) (Eh) = 0.27657 / 0.27445

***

# 3
Computed, not measured: C36H99CrCsN9O17S2 as an isolated structure at a distorted geometry, with the ωB97M-V functional and the def2-TZVPD basis.

ORCA input file:
```
! RIJCOSX wB97M-V def2-TZVPD def2/J DEFGRID3
* xyz -1 5
Cr 18.2365 17.9974 -18.6185
Cs 16.8909 19.6794 -14.7240
S 16.9004 20.4242 -18.5989
O 18.2784 20.0492 -18.1231
O 16.4694 19.0816 -19.0915
O 16.0447 20.9175 -17.5147
O 17.0391 21.4316 -19.6436
S 19.3168 17.2370 -16.1477
O 19.8275 18.2005 -15.1748
O 19.9691 17.3642 -17.4933
O 19.3898 15.8545 -15.6370
O 17.9130 17.5556 -16.4862
C 20.9212 19.3745 -20.2137
C 20.3095 18.2814 -21.0928
C 20.9420 16.9578 -20.8178
O 20.4047 15.9920 -21.7266
C 20.6834 14.6817 -21.3081
N 18.8453 18.2164 -20.7495
H 22.0079 19.4094 -20.3723
H 20.7349 19.1593 -19.1640
H 20.5839 20.3507 -20.5586
H 20.3767 18.5324 -22.1567
H 20.6340 16.6165 -19.8210
H 22.0258 17.0176 -20.9467
H 19.9270 14.3810 -20.5639
H 21.6819 14.5382 -20.8866
H 20.5502 13.9717 -22.1273
H 18.4688 17.4355 -21.2957
H 18.4061 18.9866 -21.2586
C 20.2119 12.2047 -16.2898
C 21.1896 13.0858 -17.0485
C 21.8567 12.3056 -18.1669
O 22.7631 11.3155 -17.6993
C 23.9626 11.8685 -17.2042
N 20.4414 14.2169 -17.6126
H 19.4483 11.8190 -16.9747
H 19.7553 12.6586 -15.4081
H 20.6910 11.2819 -15.9330
H 21.9455 13.4974 -16.3627
H 22.3952 12.9894 -18.8378
H 21.0920 11.7674 -18.7312
H 23.8550 12.4778 -16.3025
H 24.4321 12.5110 -17.9645
H 24.6347 11.0326 -17.0141
H 20.0290 14.7503 -16.8307
H 21.1015 14.8959 -18.0002
C 24.0125 14.9415 -13.8775
C 22.9969 16.0627 -13.7961
C 23.5871 17.4044 -13.4369
O 24.2482 17.3284 -12.1948
C 24.7242 18.5806 -11.7760
N 22.2931 16.2014 -15.0865
H 24.6535 14.9361 -12.9853
H 24.7482 15.0888 -14.6727
H 23.5315 13.9634 -13.8764
H 22.2839 15.7533 -13.0155
H 22.8123 18.1853 -13.4376
H 24.3261 17.6885 -14.2052
H 25.3029 19.0596 -12.5775
H 25.4172 18.4174 -10.9503
H 23.9123 19.2359 -11.4465
H 21.5692 15.4843 -15.1516
H 21.6679 17.0084 -14.9953
C 15.4490 15.7911 -18.6361
C 16.7814 15.1701 -18.2300
C 16.8789 13.6920 -18.5127
O 17.0646 13.4775 -19.8961
C 17.5326 12.1785 -20.1758
N 17.8639 15.8807 -19.0028
H 15.3864 15.9023 -19.7186
H 15.3505 16.7755 -18.1724
H 14.5835 15.2231 -18.2841
H 16.9939 15.3768 -17.1814
H 16.0475 13.0907 -18.1281
H 17.7773 13.3245 -17.9855
H 17.0062 11.4014 -19.6076
H 18.5976 12.0919 -19.9217
H 17.3757 12.0042 -21.2386
H 17.7947 15.4653 -19.9364
H 18.6884 15.3449 -18.6806
C 16.0234 13.1962 -15.0727
C 15.6016 14.5449 -14.4561
C 14.6907 14.3570 -13.2762
O 13.6864 13.4253 -13.5905
C 12.6740 13.3529 -12.6343
N 16.7781 15.3404 -14.0626
H 15.9285 12.3456 -14.3922
H 17.0223 13.2329 -15.5099
H 15.3632 12.9201 -15.9064
H 15.1485 15.1370 -15.2573
H 14.2781 15.3326 -12.9807
H 15.2933 14.0074 -12.4203
H 11.9244 14.1470 -12.7483
H 13.0765 13.3725 -11.6155
H 12.1476 12.4112 -12.8007
H 17.3169 14.7893 -13.3953
H 17.4417 15.3723 -14.8361
C 19.7304 20.7643 -11.6433
C 20.6855 19.5877 -11.7541
C 21.2343 19.2181 -10.3885
O 21.8804 20.3304 -9.8065
C 22.0148 20.2128 -8.4241
N 19.9791 18.4116 -12.2902
H 18.8069 20.5196 -11.1124
H 19.4250 21.1157 -12.6391
H 20.2145 21.6226 -11.1792
H 21.4973 19.9034 -12.4239
H 21.8733 18.3246 -10.4567
H 20.3672 18.9414 -9.7679
H 22.6338 19.3574 -8.1344
H 21.0338 20.1416 -7.9330
H 22.4606 21.1382 -8.0571
H 19.8245 18.5883 -13.2878
H 20.7152 17.7046 -12.3880
C 23.6838 18.5807 -17.4482
C 23.8505 17.2953 -18.2514
C 25.1801 16.6090 -18.0011
O 26.3095 17.4317 -18.1673
C 26.5728 17.7689 -19.5181
N 22.8023 16.3012 -17.9610
H 24.2866 19.4002 -17.8563
H 24.0007 18.4079 -16.4168
H 22.6640 18.9699 -17.4503
H 23.7645 17.5235 -19.3232
H 25.2012 15.7220 -18.6547
H 25.2220 16.2223 -16.9784
H 27.5210 18.3111 -19.4827
H 25.8012 18.4258 -19.9176
H 26.7775 16.8555 -20.0858
H 22.7975 16.1781 -16.9288
H 21.8981 16.7706 -18.0487
C 20.8505 22.8490 -16.6637
C 21.1072 21.4301 -16.2034
C 22.0113 21.3700 -15.0030
O 23.3029 21.8445 -15.3638
C 24.1693 21.9192 -14.2851
N 19.8167 20.8259 -15.8310
H 20.1571 23.3391 -15.9792
H 20.4153 22.8308 -17.6655
H 21.7563 23.4538 -16.7515
H 21.5501 20.8558 -17.0283
H 22.1107 20.3774 -14.5400
H 21.5784 22.0197 -14.2198
H 24.6310 20.9572 -14.0216
H 23.6608 22.3224 -13.3994
H 24.9828 22.5953 -14.5573
H 19.9384 19.8510 -15.5640
H 19.3026 20.7094 -16.7096
C 17.1636 12.0909 -10.6856
C 18.0455 11.5735 -11.8238
C 19.2524 12.4616 -12.0298
O 18.8042 13.6603 -12.6079
C 19.8047 14.6469 -12.7201
N 18.4450 10.1791 -11.4951
H 16.6619 13.0270 -10.9426
H 17.7154 12.2677 -9.7605
H 16.3770 11.3577 -10.4898
H 17.3952 11.5874 -12.7063
H 19.9344 11.9436 -12.7285
H 19.7623 12.6241 -11.0729
H 20.3532 14.5028 -13.6533
H 20.4880 14.5697 -11.8657
H 19.3607 15.6425 -12.7025
H 17.7350 9.5570 -11.8719
H 19.2376 9.9780 -12.1090
*
```

Results
- relative energy (zero: lowest compared OMol25 entry of this formula, charge and spin) (eV) = 0.000
- expectation value of S² = 6.01
- calculated total energy (hartree) = -5064.0863
- HOMO (spin up / spin down) (eV) = -3.7 / -5.9
- orbital gap (spin up / spin down) (Eh) = 0.19809 / 0.27915

***

# 4
Computed, not measured: a 2-piece molecular cluster, C4H12N2S2 overall at a distorted geometry, with the ωB97M-V functional and the def2-TZVPD basis.

ORCA input file:
```
! RIJCOSX wB97M-V def2-TZVPD def2/J DEFGRID3
* xyz 0 1
S -2.8455 1.3325 -0.4556
S 1.2078 0.9101 -1.3381
C 0.1683 1.2057 -0.0539
C -0.3497 -0.1316 0.7082
C 0.7787 -1.1141 1.0645
N 1.0615 -2.0154 -0.0365
C 2.4448 -2.5328 -0.0052
N -1.1043 0.2825 1.8097
H -3.4971 2.4684 -0.1662
H -0.9009 1.5732 -0.3207
H 0.5488 1.9290 0.6685
H -1.0563 -0.5020 -0.0398
H 0.4685 -1.6889 1.9217
H 1.6252 -0.4890 1.3849
H 0.9107 -1.5234 -0.9158
H 2.6538 -2.9697 0.9670
H 3.1662 -1.7226 -0.1561
H 2.5833 -3.2472 -0.8123
H -0.6429 0.7768 2.5585
H -1.7957 0.8928 1.3619
*
```

Results
- relative energy (zero: lowest compared OMol25 entry of this formula, charge and spin) (eV) = 4.267
- calculated total energy (hartree) = -1065.3292
- HOMO (eV) = -8.7
- orbital gap (Eh) = 0.19605

***

# 5
Computed, not measured: the molecule C4H3NOS at a distorted geometry, with the ωB97M-V functional and the def2-TZVPD basis.

ORCA input file:
```
! RIJCOSX wB97M-V def2-TZVPD def2/J DEFGRID3
* xyz 0 1
O -0.4468 -0.0949 3.1240
C -0.2815 0.1302 1.9640
C 0.0855 0.1133 0.7177
C 0.7822 0.7276 -0.3569
C 0.5164 0.2824 -1.5989
S -0.6657 -0.9854 -1.7033
N -1.2719 -0.7744 -0.1446
H 1.6542 1.4313 -0.0962
H 1.0502 0.6826 -2.3975
H -1.4227 -1.5127 0.4917
*
```

Results
- relative energy (zero: lowest compared OMol25 entry of this formula, charge and spin) (eV) = 3.028
- calculated total energy (hartree) = -682.2594
- HOMO (eV) = -7.4
- orbital gap (Eh) = 0.25003

***

# 6
Computed, not measured: the molecule C2H3N3O3 at a distorted geometry, with the ωB97M-V functional and the def2-TZVPD basis.

ORCA input file:
```
! RIJCOSX wB97M-V def2-TZVPD def2/J DEFGRID3
* xyz 0 1
O -2.5477 -0.2438 -0.1624
N -1.5071 0.5826 0.0688
C -0.4406 -0.1149 0.1981
C 0.0322 -1.4804 -0.0035
N 1.3180 -1.5132 -0.0464
O 1.8445 -0.1969 -0.1671
N 0.8128 0.6157 0.3459
O 0.9244 1.9168 -0.0867
H -3.3118 0.3269 0.1163
H -0.4888 -2.4389 0.0749
H 0.1149 2.0792 -0.6070
*
```

Results
- relative energy (zero: lowest compared OMol25 entry of this formula, charge and spin) (eV) = 5.557
- calculated total energy (hartree) = -467.7601
- HOMO (eV) = -8.8
- orbital gap (Eh) = 0.31774

***

# 7
Computed, not measured: the molecule C5H10N2O at a distorted geometry, with the ωB97M-V functional and the def2-TZVPD basis.

ORCA input file:
```
! RIJCOSX wB97M-V def2-TZVPD def2/J DEFGRID3
* xyz 0 1
C 1.3549 1.4193 -0.7841
N 0.7438 1.5676 0.5485
C -0.2071 0.8030 0.9675
C -0.8630 -0.2134 0.1475
C -2.4106 -0.0716 0.0948
C -0.1601 -1.2233 -0.3946
N 1.2290 -1.3998 -0.2312
O 1.6706 -1.0949 1.0869
H 2.2499 0.8006 -0.5919
H 0.7505 0.8733 -1.5870
H 1.7455 2.4528 -1.0400
H -0.5259 1.0073 1.9657
H -2.8501 -1.0073 -0.2517
H -2.8171 0.6624 -0.6421
H -2.8270 0.0993 1.1064
H -0.6024 -2.0504 -0.9231
H 1.5214 -2.3735 -0.3949
H 1.9976 -0.2515 0.9232
*
```

Results
- relative energy (zero: lowest compared OMol25 entry of this formula, charge and spin) (eV) = 3.803
- calculated total energy (hartree) = -381.1457
- HOMO (eV) = -8.7
- orbital gap (Eh) = 0.35188

***

# 8
Computed, not measured: C24H42Cl3HgN4O3SSi as an isolated structure at a distorted geometry, with the ωB97M-V functional and the def2-TZVPD basis.

ORCA input file:
```
! RIJCOSX wB97M-V def2-TZVPD def2/J DEFGRID3
* xyz -1 1
C 2.1315 4.4539 0.1901
C 2.6884 4.1001 -1.1915
H 2.8620 4.3173 1.0144
H 1.2400 3.8571 0.4380
H 1.7971 5.5055 0.1840
C 3.9541 4.4209 -1.5173
C 4.8539 5.2979 -0.6985
H 4.3744 4.0640 -2.4593
H 4.9957 4.9197 0.3310
H 4.4406 6.3208 -0.6183
H 5.8410 5.3669 -1.1848
Hg -1.1202 2.4641 -1.1787
Cl -1.8571 2.5462 -3.4154
Cl -1.8145 2.9759 1.1002
C -3.2616 -2.6509 -1.7322
O -3.2929 -2.6529 -0.4948
N -2.3738 -3.3746 -2.4433
C -1.4254 -4.2291 -1.7495
C -2.1748 -3.1428 -3.8634
H -3.9496 -2.0504 -2.3618
H -1.9013 -4.6739 -0.8708
H -0.5545 -3.6496 -1.4173
H -1.0839 -5.0017 -2.4432
H -3.1216 -2.7968 -4.2928
H -1.8681 -4.0879 -4.3234
H -1.3956 -2.3887 -4.0639
H -0.7918 1.2164 3.9947
H 1.5738 1.3183 2.6154
C -0.2002 0.6875 4.7580
C 1.9464 0.8811 3.5564
N 0.9474 0.0239 4.1612
H -0.8202 -0.0694 5.2494
C 1.0094 -1.3283 4.0235
O 1.9612 -1.9231 3.5193
H 2.8469 0.2996 3.3577
H 0.0928 -1.8323 4.4067
H 0.1439 1.4211 5.4990
H 2.1614 1.7058 4.2434
O 0.5331 3.5386 -1.6845
C 1.7516 3.4922 -2.2582
C 3.5254 1.5213 -2.6256
C 2.3697 2.2267 -3.0118
H 4.0262 1.7071 -1.6616
C 4.1833 0.6705 -3.5481
H 1.6344 4.2549 -3.0667
C 1.7767 1.8699 -4.2254
H 5.1142 0.1786 -3.2639
C 3.6716 0.4652 -4.8298
C 2.4463 1.0474 -5.1358
H 0.8299 2.3521 -4.4784
H 4.1876 -0.1720 -5.5481
H 1.9974 0.8701 -6.1065
Si 0.6260 -1.2473 -0.2344
Cl 0.6586 -3.0170 0.6004
C 2.2566 -0.5960 0.2937
C 0.7356 -1.3017 -2.1122
C -0.9797 -0.3752 0.2925
H 3.0301 -0.8639 -0.4315
H 2.5022 -1.0099 1.2620
H 2.1220 0.4768 0.2723
H -0.9224 0.6558 0.6970
H -1.4293 -1.0611 1.0221
H -1.6947 -0.3343 -0.5614
H 1.6913 -0.8354 -2.3788
H -0.0460 -0.5918 -2.4086
H 0.6281 -2.2727 -2.6008
C -4.8017 -2.8541 5.4732
N -5.0707 -2.6206 4.0628
C -6.2896 -2.2851 3.4982
C -6.0975 -2.2025 2.1497
N -4.7628 -2.4899 1.9196
C -4.0934 -2.7817 3.0924
S -2.5433 -3.3661 3.2748
H -4.4041 -3.8639 5.6155
H -4.0518 -2.1471 5.8434
H -5.7264 -2.7321 6.0451
H -7.1833 -2.1287 4.0952
H -6.7607 -1.9624 1.3371
H -4.2953 -2.5265 1.0030
*
```

Results
- relative energy (zero: lowest compared OMol25 entry of this formula, charge and spin) (eV) = 0.471
- calculated total energy (hartree) = -3606.2760
- HOMO (eV) = -5.3
- orbital gap (Eh) = 0.27999

***

# 9
Computed, not measured: C6H11F2NO2 as an isolated structure at a distorted geometry, with the ωB97M-V functional and the def2-TZVPD basis.

ORCA input file:
```
! RIJCOSX wB97M-V def2-TZVPD def2/J DEFGRID3
* xyz 0 1
C -2.6069 0.4906 -0.2795
C -1.1043 0.3499 -0.3707
C 0.9461 1.0628 0.6451
C 1.5762 0.2363 -0.5518
C 0.9111 -1.2369 -0.3949
C -0.5471 -0.9446 -0.1167
H -3.0102 -0.3862 -0.8292
H -2.9738 1.4933 -0.3836
H -2.8844 0.1779 0.8440
H -0.9743 0.5117 -1.3519
H -0.8252 2.2101 0.3390
H 1.1149 0.4302 1.3988
H 1.3477 2.1192 0.7036
H 1.4255 0.5507 -1.5799
H 3.2185 -0.2944 0.1471
H 0.8491 -2.1042 -1.2109
H 1.5886 -1.5323 1.7466
N -0.4578 1.3229 0.5085
O 3.0228 0.3133 -0.5560
O 1.5123 -1.9306 0.5746
F -1.4676 -1.8358 -0.6203
F -0.6611 -1.0039 1.3379
*
```

Results
- relative energy (zero: lowest compared OMol25 entry of this formula, charge and spin) (eV) = 4.044
- calculated total energy (hartree) = -640.0442
- HOMO (eV) = -8.9
- orbital gap (Eh) = 0.33673